This record from OMol25 describes a molecular structure, C20H28N6P2Tl at a distorted geometry. The level of theory is wB97M-V/def2-TZVPD.

Each line ends with the Löwdin charge.
Element x y z (Å)
C (4.489526, -1.319730, -2.262473)  -0.035
C (3.107755, -1.365126, -2.374491)  -0.226
C (2.394676, -2.399086, -1.690615)  -0.183
C (3.113782, -3.348170, -0.872732)  -0.141
C (4.535794, -3.273001, -0.837606)  -0.019
C (5.205045, -2.261577, -1.504726)  -0.058
C (2.362321, -4.315060, -0.177371)  0.066
C (0.988292, -4.485349, -0.449182)  -0.131
C (0.349783, -3.524575, -1.312077)  -0.191
C (-1.039844, -3.655256, -1.622544)  -0.221
C (-1.758902, -4.710544, -1.074726)  -0.030
C (-1.143697, -5.649317, -0.232876)  -0.057
C (0.211321, -5.567971, 0.047113)  -0.013
H (5.024845, -0.545254, -2.813600)  0.122
H (5.085881, -4.044789, -0.285923)  0.123
H (6.301195, -2.194352, -1.472391)  0.118
H (2.885097, -5.067848, 0.411332)  0.133
H (-2.811132, -4.807258, -1.330456)  0.121
H (-1.747447, -6.460537, 0.177999)  0.114
H (0.711419, -6.336271, 0.635175)  0.120
N (1.035888, -2.425665, -1.726532)  0.088
Tl (0.022470, -0.209507, -0.090097)  0.405
C (2.341057, -0.312577, -3.144049)  -0.290
H (1.515903, -0.780492, -3.693361)  0.088
H (2.996644, 0.222593, -3.843546)  0.099
C (-1.707207, -2.603887, -2.487784)  -0.282
H (-1.056311, -2.329493, -3.328780)  0.092
H (-2.664392, -2.968541, -2.881093)  0.097
P (1.604448, 0.924568, -1.995944)  0.704
P (-2.039404, -1.081260, -1.514701)  0.713
C (-3.472596, -1.551287, -0.507641)  -0.248
H (-3.784331, -0.686164, 0.092236)  0.031
H (-4.313373, -1.881967, -1.131568)  0.060
H (-3.193330, -2.366149, 0.174355)  0.052
C (-2.624732, 0.212320, -2.640195)  -0.263
H (-3.633317, -0.027200, -3.008619)  0.056
H (-2.667545, 1.169257, -2.088902)  0.008
H (-1.938834, 0.324524, -3.496338)  0.042
C (3.075524, 1.723239, -1.297503)  -0.257
H (3.739866, 2.126213, -2.070541)  0.059
H (2.752562, 2.531621, -0.631548)  0.050
H (3.628543, 0.997131, -0.692086)  0.049
C (0.813506, 2.147716, -3.098252)  -0.266
H (0.288263, 2.895858, -2.475184)  0.041
H (1.558778, 2.663911, -3.730465)  0.055
H (0.057332, 1.658851, -3.741885)  0.038
H (2.979637, -2.385334, 2.277584)  0.026
H (2.539839, -1.831615, 2.581879)  0.027
N (-3.438597, 4.308708, -0.270922)  0.130
N (-2.804778, 3.283477, 0.414687)  -0.253
N (-3.228958, 2.985486, 1.676198)  0.140
C (-2.723233, 1.748362, 1.814382)  -0.195
N (-2.118338, 1.281791, 0.716724)  -0.104
N (-2.254702, 2.252578, -0.229247)  0.058
H (-2.812477, 4.666632, -0.987569)  0.106
H (-3.751805, 4.982071, 0.418758)  0.107
H (-2.799692, 1.163798, 2.728169)  0.124

Forces on atoms 1 to 2 (eV/Å):
-1.20 0.31 -0.49
0.63 0.37 0.11

The total charge is +1. Its lowest unoccupied orbital energy is -3.407 eV. As for the strongest force on any atom: 2.81 eV/Å. The value obtained for the energy is -1962.371994 Eh.



This record from OMol25 describes 12 unconnected molecules or ions with the total composition C72H85Cl2N15O4 at a distorted geometry. The level of theory is wB97M-V/def2-TZVPD.

Each line ends with the Löwdin charge.
Element x y z (Å)
C (-3.992869, 0.270271, 4.888965)  -0.051
C (-3.917860, -0.727077, 3.738867)  -0.247
O (-3.639936, -0.048310, 2.521527)  -0.138
C (-2.310654, -0.196839, 2.093357)  -0.190
C (-2.263203, 0.215607, 0.641215)  -0.132
O (-0.886098, 0.440679, 0.283653)  -0.032
C (-0.620714, 1.720874, -0.070963)  -0.224
C (-1.142542, 2.154295, -1.257401)  -0.005
C (-0.920283, 3.396932, -1.722932)  -0.063
C (-0.158742, 4.260276, -1.034128)  -0.023
C (0.374995, 3.873976, 0.145387)  -0.102
C (0.163946, 2.612998, 0.651094)  0.020
C (0.880748, 2.314961, 1.963078)  -0.229
O (1.384391, 1.233534, 2.136379)  0.143
C (0.980386, 3.458862, 2.953619)  0.012
C (0.871397, 3.342707, 4.361063)  -0.082
C (0.638028, 2.061052, 5.163920)  -0.068
C (1.879944, 1.140576, 5.468358)  -0.651
N (1.686355, -0.207319, 4.951870)  0.078
N (2.068002, 0.979850, 6.928951)  -0.012
N (3.141300, 1.615834, 4.920598)  0.096
C (0.946228, 4.544180, 5.051133)  -0.214
C (0.796341, 4.684780, 6.543695)  -0.628
Cl (1.866577, 3.607075, 7.470277)  0.791
C (-0.678616, 4.587642, 7.039761)  -0.688
C (-1.706089, 4.311383, 5.972543)  -0.127
Cl (-1.113516, 6.204975, 7.735302)  0.618
C (1.130293, 5.724534, 4.436601)  0.021
C (1.244926, 5.836385, 3.103645)  -0.098
C (1.410762, 7.210368, 2.537202)  -0.263
C (0.304079, 8.008667, 2.544318)  -0.013
C (0.443209, 9.272943, 2.070051)  -0.058
C (1.681676, 9.611894, 1.637054)  -0.079
C (2.740727, 8.756441, 1.628489)  -0.107
N (2.611658, 7.513165, 2.093205)  0.141
C (1.164047, 4.703787, 2.358691)  -0.026
C (1.229199, 4.810238, 0.883033)  -0.266
O (1.890608, 5.630260, 0.298114)  0.153
H (-3.719911, -0.180199, 5.835049)  0.073
H (-3.345258, 1.102898, 4.638925)  0.062
H (-5.000205, 0.664745, 4.939857)  0.070
H (-4.854638, -1.252199, 3.591552)  0.087
H (-3.168839, -1.490108, 3.948382)  0.109
H (-1.972587, -1.230022, 2.163185)  0.130
H (-1.625111, 0.437247, 2.655677)  0.122
H (-2.899332, 1.072652, 0.450653)  0.135
H (-2.598530, -0.621620, 0.038317)  0.111
H (-1.732723, 1.489460, -1.863211)  0.118
H (-1.358217, 3.689843, -2.660129)  0.119
H (0.009964, 5.242195, -1.434635)  0.130
H (-0.105871, 1.456828, 4.658579)  0.106
H (0.211028, 2.324745, 6.119988)  0.065
H (0.999758, -0.653843, 5.550490)  0.076
H (2.588372, -0.642482, 5.099449)  0.055
H (2.883435, 1.488664, 7.241535)  0.015
H (2.272221, 0.008393, 7.107368)  0.056
H (3.106900, 1.623858, 3.909626)  0.070
H (3.326680, 2.538277, 5.292503)  0.059
H (1.104197, 5.683144, 6.798971)  0.053
H (-0.747834, 3.894852, 7.865250)  0.086
H (-1.579394, 3.338252, 5.519172)  0.064
H (-1.698834, 5.051770, 5.183077)  0.083
H (-2.691450, 4.329770, 6.426347)  0.080
H (1.187055, 6.625594, 5.024708)  0.143
H (-0.643061, 7.658285, 2.906132)  0.125
H (-0.379498, 9.962518, 2.041234)  0.115
H (1.843560, 10.614943, 1.277442)  0.108
H (3.687216, 9.099249, 1.248386)  0.113
C (-1.212359, -5.657431, 4.144597)  -0.124
C (-0.513400, -5.836292, 2.918789)  -0.117
C (0.274666, -4.728140, 2.733254)  -0.138
N (0.072839, -3.893807, 3.793217)  0.017
C (-0.823363, -4.453940, 4.658470)  -0.146
H (-1.917809, -6.332176, 4.600408)  0.080
H (-0.579217, -6.678509, 2.251534)  0.085
H (0.956646, -4.464969, 1.942812)  0.109
H (0.520810, -3.002205, 3.921949)  0.134
H (-1.108747, -3.947220, 5.564594)  0.105
C (3.292554, -4.695123, 5.474516)  -0.120
C (4.000449, -4.864087, 4.254866)  -0.110
C (4.758048, -3.736909, 4.068230)  -0.136
N (4.522620, -2.893307, 5.120786)  0.002
C (3.633548, -3.478859, 5.984405)  -0.160
H (2.603524, -5.389000, 5.926579)  0.093
H (3.956117, -5.711850, 3.592398)  0.091
H (5.434380, -3.460390, 3.278070)  0.106
H (4.936521, -1.986774, 5.239026)  0.140
H (3.317957, -2.977123, 6.883356)  0.101
C (-3.789525, -3.202396, -3.662862)  -0.124
C (-2.573622, -3.217320, -2.921985)  -0.122
C (-2.331757, -1.934423, -2.511116)  -0.136
N (-3.351130, -1.148095, -2.977489)  0.013
C (-4.245492, -1.911968, -3.673684)  -0.125
H (-4.272599, -4.043990, -4.132634)  0.096
H (-1.952626, -4.067359, -2.718749)  0.099
H (-1.526932, -1.508886, -1.933947)  0.105
H (-3.430276, -0.159008, -2.832074)  0.134
H (-5.122486, -1.473818, -4.117900)  0.110
C (0.158459, -4.853379, -7.138089)  -0.111
C (-1.006740, -5.626614, -7.394323)  -0.106
C (-2.002982, -5.138723, -6.588821)  -0.135
N (-1.486141, -4.108132, -5.856701)  0.018
C (-0.174903, -3.925675, -6.185159)  -0.146
H (1.125687, -4.965787, -7.599866)  0.085
H (-1.103661, -6.444136, -8.088841)  0.089
H (-3.031358, -5.437756, -6.476785)  0.093
H (-1.991339, -3.562647, -5.177480)  0.091
H (0.405270, -3.152670, -5.712402)  0.078
C (3.948023, -0.600491, -7.527305)  -0.107
C (2.900146, 0.009635, -6.784769)  -0.113
C (2.318912, -0.966610, -6.024255)  -0.147
N (2.969397, -2.140675, -6.277962)  0.010
C (3.965918, -1.927551, -7.189726)  -0.127
H (4.612289, -0.120263, -8.226061)  0.077
H (2.606206, 1.045525, -6.805645)  0.069
H (1.500387, -0.926663, -5.325772)  0.101
H (2.747532, -3.024127, -5.856632)  0.135
H (4.598593, -2.733465, -7.518472)  0.109
C (7.801631, 7.703259, 2.061449)  -0.116
C (7.654655, 8.824739, 2.921646)  -0.119
C (6.417323, 8.731648, 3.501352)  -0.151
N (5.810624, 7.602576, 3.023278)  0.003
C (6.648890, 6.968796, 2.150056)  -0.142
H (8.655069, 7.463572, 1.449957)  0.087
H (8.373877, 9.607607, 3.094296)  0.086
H (5.917549, 9.370402, 4.209473)  0.102
H (4.888349, 7.290532, 3.274901)  0.116
H (6.353377, 6.053307, 1.667302)  0.106
C (5.169452, -0.542260, -12.752675)  -0.113
C (6.255732, 0.327022, -13.048153)  -0.115
C (6.342947, 1.232507, -12.025938)  -0.145
N (5.351010, 0.946953, -11.127215)  -0.001
C (4.634774, -0.135520, -11.560619)  -0.147
H (4.822974, -1.370481, -13.347230)  0.088
H (6.897892, 0.289912, -13.911798)  0.088
H (7.020907, 2.051911, -11.861027)  0.103
H (5.175901, 1.453915, -10.280429)  0.133
H (3.809526, -0.519507, -10.985313)  0.103
C (3.989437, 5.320626, -4.351068)  -0.108
C (4.545883, 4.795497, -5.549924)  -0.110
C (3.832018, 3.673229, -5.871923)  -0.147
N (2.870423, 3.497516, -4.915500)  0.005
C (2.957061, 4.498909, -3.986804)  -0.138
H (4.311249, 6.199654, -3.818834)  0.090
H (5.374251, 5.196546, -6.108976)  0.088
H (3.924563, 2.986126, -6.694539)  0.091
H (2.204822, 2.747944, -4.897283)  0.133
H (2.280622, 4.538801, -3.149961)  0.096
C (-5.909201, -8.071440, 4.085084)  -0.109
C (-6.240352, -6.924738, 3.310634)  -0.134
C (-5.089995, -6.488888, 2.711052)  -0.135
N (-4.077639, -7.320200, 3.094954)  0.009
C (-4.565606, -8.290172, 3.928333)  -0.139
H (-6.578061, -8.663456, 4.687053)  0.088
H (-7.212706, -6.473165, 3.206522)  0.086
H (-4.904544, -5.660867, 2.049935)  0.109
H (-3.119996, -7.227766, 2.808495)  0.118
H (-3.917786, -9.045897, 4.338356)  0.105
C (-7.220619, -2.648689, 3.981094)  -0.119
C (-8.106045, -1.698888, 4.562717)  -0.112
C (-8.676758, -2.291098, 5.656848)  -0.144
N (-8.173886, -3.560282, 5.756191)  0.006
C (-7.283458, -3.785165, 4.742176)  -0.130
H (-6.607723, -2.511486, 3.105891)  0.083
H (-8.299714, -0.697446, 4.216803)  0.089
H (-9.393994, -1.921555, 6.369223)  0.104
H (-8.420213, -4.225252, 6.464647)  0.143
H (-6.774627, -4.729426, 4.650010)  0.083
C (-4.724162, -6.592270, -8.898822)  -0.120
C (-4.334867, -7.713726, -9.680766)  -0.111
C (-4.810281, -8.833124, -9.052481)  -0.142
N (-5.467415, -8.432946, -7.921450)  0.000
C (-5.423328, -7.068879, -7.822520)  -0.152
H (-4.514419, -5.556036, -9.104512)  0.092
H (-3.771258, -7.698446, -10.598183)  0.090
H (-4.737278, -9.875294, -9.310943)  0.104
H (-5.913238, -9.045365, -7.265023)  0.142
H (-5.890436, -6.558358, -6.997641)  0.103

Forces on atoms 1 to 2 (eV/Å):
-0.30 -0.17 -0.57
-0.04 0.07 0.24

The total charge is 0. The SMILES is CCOCCOc1cccc2c1C(=O)c1c(CC(N)(N)N)c([C@H](Cl)[C@H](C)Cl)cc(-c3ccccn3)c1C2=O.c1cc[nH]c1.c1cc[nH]c1.c1cc[nH]c1.c1cc[nH]c1.c1cc[nH]c1.c1cc[nH]c1.c1cc[nH]c1.c1cc[nH]c1.c1cc[nH]c1.c1cc[nH]c1.c1cc[nH]c1. Its lowest unoccupied orbital energy is -0.939 eV. As for the strongest force on any atom: 2.52 eV/Å. The value obtained for the energy is -4837.138752 Eh.